Version a
Below is 2 unconnected molecules or ions with the total composition C2H7NS2, with properties calculated with the ωB97M-V functional and the def2-TZVPD basis.

Last columns: bonded neighbours and bond lengths (Å).
Element x y z (Å)
1 C 1.2669 -0.5780 0.8600  C2 1.344, H4 1.093, H5 1.079
2 C 0.9380 -0.3923 -0.4300  C1 1.344, N3 1.397, H6 1.093
3 N 1.8886 0.2099 -1.2588  C2 1.397, H7 1.006, H8 1.009
4 H 2.2769 -0.8506 1.1771  C1 1.093
5 H 0.5325 -0.8378 1.6069  C1 1.079
6 H -0.1343 -0.2326 -0.5688  C2 1.093
7 H 2.5604 0.7849 -0.7796  N3 1.006
8 H 1.4812 0.7592 -2.0005  N3 1.009
9 S -2.4510 0.8310 1.1762  S10 2.008, H11 1.399
10 S -3.1196 -0.0853 -0.4809  S9 2.008, H12 1.347
11 H -1.3092 1.3596 0.5654  S9 1.399
12 H -3.9306 -0.9681 0.1329  S10 1.347

## Properties
2S+1 ... 1
Total charge ... 0
Frontier orbital gap ... 8.82 eV

***

Version b
Below is 2 unconnected molecules or ions with the total composition C2H7NS2, with properties calculated with the ωB97M-V functional and the def2-TZVPD basis.

Last columns: bonded neighbours and bond lengths (Å).
Element x y z (Å)
1 C -3.5702 -0.2749 -0.3262  S2 1.612, H3 1.090, H4 1.073
2 S -2.8357 -1.2492 0.7273  C1 1.612
3 H -4.0941 0.6657 -0.1596  C1 1.090
4 H -3.8226 -0.6504 -1.2991  C1 1.073
5 C 2.3011 0.9195 -0.1590  N6 1.494, H8 1.122, H9 1.072, H10 1.080
6 N 1.8022 -0.2432 0.6361  C5 1.494, S7 1.706, H11 0.986
7 S 0.7518 -1.3757 -0.0871  N6 1.706, H12 1.152
8 H 1.5874 1.7680 0.0148  C5 1.122
9 H 3.2589 1.2250 0.2142  C5 1.072
10 H 2.2658 0.7045 -1.2169  C5 1.080
11 H 2.4218 -0.7372 1.2234  N6 0.986
12 H -0.0663 -0.7520 0.4322  S7 1.152

## Properties
2S+1 ... 1
Total charge ... 0
Frontier orbital gap ... 8.26 eV

***

Version c
Below is 2 unconnected molecules or ions with the total composition C2H7NS2, with properties calculated with the ωB97M-V functional and the def2-TZVPD basis.

Last columns: bonded neighbours and bond lengths (Å).
Element x y z (Å)
1 C -2.0864 0.3373 0.7646  N2 1.259, H3 1.087, H4 1.094
2 N -2.2322 -0.0643 -0.4193  C1 1.259, H5 1.018
3 H -1.9923 1.4015 0.9674  C1 1.087
4 H -2.1151 -0.2841 1.6641  C1 1.094
5 H -2.4032 -1.0662 -0.4830  N2 1.018
6 C 1.1164 -0.1933 -1.1907  S7 1.807, H9 1.081, H10 1.087, H11 1.088
7 S 1.1302 1.0419 0.1281  C6 1.807, S8 2.067
8 S 2.0410 0.0281 1.6816  S7 2.067, H12 1.343
9 H 1.1295 -1.1755 -0.7396  C6 1.081
10 H 1.9385 -0.0535 -1.8879  C6 1.087
11 H 0.1705 -0.0877 -1.7173  C6 1.088
12 H 3.3033 0.1158 1.2320  S8 1.343

## Properties
2S+1 ... 1
Total charge ... 0
Frontier orbital gap ... 9.54 eV

***

Version d
Below is 2 unconnected molecules or ions with the total composition C2H7NS2, with properties calculated with the ωB97M-V functional and the def2-TZVPD basis.

Last columns: bonded neighbours and bond lengths (Å).
Element x y z (Å)
1 C 1.3901 -1.4839 0.8685  N3 1.426, H6 1.154, H7 1.062, H8 1.067
2 C -2.4183 0.7158 1.3091  S5 1.807, H9 1.107, H10 1.129, H11 1.090
3 N 0.9814 -0.1182 0.8858  C1 1.426, S4 1.555
4 S 1.3660 0.9468 -0.1794  N3 1.555, H12 1.371
5 S -1.6490 -0.2636 -0.0002  C2 1.807
6 H 1.7881 -1.6872 -0.1954  C1 1.154
7 H 2.1252 -1.5640 1.6301  C1 1.062
8 H 0.5896 -2.1552 1.0843  C1 1.067
9 H -3.3862 0.2749 1.6159  C2 1.107
10 H -2.4375 1.7444 0.8432  C2 1.129
11 H -1.6368 0.7630 2.0668  C2 1.090
12 H 1.6669 0.1493 -1.2537  S4 1.371

## Properties
2S+1 ... 1
Total charge ... 0
Frontier orbital gap (spin up / spin down) ... 5.72 / 5.72 eV

***

Of them, version d has the lowest stability.

***

Version a
Below is a gas-phase ion, BrHNO3S (charge -1), with properties calculated with the ωB97M-V functional and the def2-TZVPD basis.

Last columns: bonded neighbours and bond lengths (Å).
Element x y z (Å)
1 N -1.0210 -0.0331 0.0291  S5 1.610, Br6 1.745
2 O -0.4960 2.0966 0.6981  S5 1.535, H7 0.936
3 O -2.9777 1.6430 0.2827  S5 1.443
4 O -1.5096 1.9855 -1.4704  S5 1.436
5 S -1.6110 1.4552 -0.1396  N1 1.610, O2 1.535, O3 1.443, O4 1.436, Br6 2.753
6 Br -2.3240 -1.1903 0.1252  N1 1.745, S5 2.753
7 H 0.2700 1.7901 0.2560  O2 0.936

## Properties
2S+1 ... 1
Total charge ... -1
Frontier orbital gap ... 7.13 eV

***

Version b
Below is 2 unconnected molecules or ions with the total composition BrHNO3S, with properties calculated with the ωB97M-V functional and the def2-TZVPD basis.

Last columns: bonded neighbours and bond lengths (Å).
Element x y z (Å)
1 N 1.6605 -0.7039 -0.5895  Br6 1.850, H7 0.994
2 O -1.5542 1.4629 -0.8030  S5 1.480
3 O -1.0320 0.6019 1.5369  S5 1.494
4 O -1.9097 -0.9045 -0.2686  S5 1.461
5 S -1.2053 0.3270 0.0784  O2 1.480, O3 1.494, O4 1.461
6 Br 2.6871 0.6829 0.0769  N1 1.850
7 H 1.3535 -1.4664 -0.0311  N1 0.994

## Properties
2S+1 ... 1
Total charge ... -1
Frontier orbital gap (spin up / spin down) ... 9.01 / 6.01 eV

***

Of them, version b has the lowest stability.

***

Version a
Below is a gas-phase ion, C6H12NO (charge +2), with properties calculated with the ωB97M-V functional and the def2-TZVPD basis.

Last columns: bonded neighbours and bond lengths (Å).
Element x y z (Å)
1 O 1.9867 -1.5917 1.2431  C2 1.185
2 C 0.8181 -1.7599 1.3481  O1 1.185, C3 1.621, H9 1.102
3 C 0.0507 -1.2501 0.0139  C2 1.621, C4 1.524, N8 1.512, H10 1.089
4 C -0.7083 -0.0112 0.4742  C3 1.524, C5 1.576, H11 1.092, H12 1.099
5 C 0.2265 1.2546 0.5548  C4 1.576, C7 1.486, H13 1.090, H14 1.098
6 C 0.3200 3.0817 -1.1160  C7 1.330, H15 1.080, H16 1.087
7 C 0.4761 1.7980 -0.8054  C5 1.486, C6 1.330, H17 1.091
8 N -0.8533 -2.3199 -0.5563  C3 1.512, H18 1.021, H19 1.027, H20 1.017
9 H 0.3083 -2.1357 2.2504  C2 1.102
10 H 0.8889 -0.9502 -0.6140  C3 1.089
11 H -1.2292 -0.1421 1.4250  C4 1.092
12 H -1.4098 0.2953 -0.3144  C4 1.099
13 H -0.3009 1.9014 1.2554  C5 1.090
14 H 1.1684 1.0283 1.0707  C5 1.098
15 H 0.5117 3.5078 -2.0893  C6 1.080
16 H 0.1678 3.8375 -0.3499  C6 1.087
17 H 0.7128 1.1738 -1.6686  C7 1.091
18 H -1.2270 -2.9345 0.1688  N8 1.021
19 H -0.3076 -2.9033 -1.2014  N8 1.027
20 H -1.6000 -1.8798 -1.0891  N8 1.017

## Properties
2S+1 ... 2
Total charge ... +2
Frontier orbital gap (spin up / spin down) ... 5.84 / 2.27 eV

***

Version b
Below is 2 unconnected molecules or ions with the total composition C6H12NO, with properties calculated with the ωB97M-V functional and the def2-TZVPD basis.

Last columns: bonded neighbours and bond lengths (Å).
Element x y z (Å)
1 O 1.6397 1.4286 0.6020  C2 1.221
2 C 0.7705 1.0509 1.3719  O1 1.221, C3 1.435, H9 1.108
3 C -0.5300 0.5035 1.1127  C2 1.435, C4 1.506, H10 1.077
4 C -0.9529 0.0256 -0.2509  C3 1.506, C5 1.480, H11 1.103, H12 1.086
5 C -1.0747 -1.4479 -0.3136  C4 1.480, C6 1.402, H13 1.092
6 C -2.2108 -2.1818 -0.6813  C5 1.402, C7 1.470, H14 1.091
7 C -2.3006 -3.6480 -0.6352  C6 1.470, H15 1.095, H16 1.088, H17 1.097
8 N 3.7228 3.5739 -0.7768  H18 1.030, H19 1.032, H20 1.031
9 H 0.9886 1.0984 2.4571  C2 1.108
10 H -1.2498 0.4726 1.9139  C3 1.077
11 H -1.8807 0.5628 -0.5108  C4 1.103
12 H -0.2123 0.4055 -0.9485  C4 1.086
13 H -0.1060 -1.9483 -0.2451  C5 1.092
14 H -2.9602 -1.4715 -1.0338  C6 1.091
15 H -2.4713 -4.0401 -1.6427  C7 1.095
16 H -1.4103 -4.0654 -0.1695  C7 1.088
17 H -3.1461 -4.0007 -0.0322  C7 1.097
18 H 3.8900 3.7076 -1.7848  N8 1.030
19 H 2.8344 3.1989 -0.4082  N8 1.032
20 H 4.5876 3.2676 -0.3070  N8 1.031

## Properties
2S+1 ... 2
Total charge ... +2
Frontier orbital gap (spin up / spin down) ... 4.86 / 6.07 eV

***

Version c
Below is a gas-phase ion, C6H12NO (charge +2), with properties calculated with the ωB97M-V functional and the def2-TZVPD basis.

Last columns: bonded neighbours and bond lengths (Å).
Element x y z (Å)
1 C -1.2711 -1.1064 0.1094  O2 1.402, C3 1.552, H9 1.092, H10 1.119
2 O -1.3896 -1.1459 -1.2874  C1 1.402, H11 0.956
3 C -1.8413 0.2266 0.6637  C1 1.552, C4 1.545, H12 1.094, H13 1.089
4 C -1.2032 1.4285 -0.0679  C3 1.545, C5 1.468, H14 1.089, H15 1.111
5 C 0.2423 1.3110 -0.2953  C4 1.468, C6 1.401, H16 1.091
6 C 1.1121 0.6206 0.5583  C5 1.401, N7 1.431, H17 1.089
7 N 2.4222 0.1997 0.1642  C6 1.431, C8 1.381, H18 1.027
8 C 2.4069 -1.1444 -0.1509  N7 1.381, H19 1.102, H20 1.094
9 H -1.8777 -1.9119 0.5288  C1 1.092
10 H -0.2006 -1.1746 0.4290  C1 1.119
11 H -0.6315 -1.5188 -1.7345  O2 0.956
12 H -1.6528 0.1634 1.7399  C3 1.094
13 H -2.9239 0.3100 0.5816  C3 1.089
14 H -1.6777 1.5189 -1.0441  C4 1.089
15 H -1.3812 2.3752 0.4850  C4 1.111
16 H 0.5638 1.5094 -1.3192  C5 1.091
17 H 0.8781 0.5591 1.6204  C6 1.089
18 H 2.7232 0.8085 -0.6055  N7 1.027
19 H 2.7514 -1.7346 0.7132  C8 1.102
20 H 2.9506 -1.2942 -1.0886  C8 1.094

## Properties
2S+1 ... 2
Total charge ... +2
Frontier orbital gap (spin up / spin down) ... 6.20 / 5.05 eV

***

Of them, version c has the lowest stability.